# 1
This record from the Open Molecules 2025 dataset describes 2 unconnected molecules or ions with the total composition C5H14NO. The level of theory is ωB97M-V/def2-TZVPD.

Summary:
Frontier orbital gap (spin up / spin down) (eV): 3.10 / 6.41
⟨S²⟩: 0.754
Electronic energy (eV): -8943.6255
E_LUMO (spin up / spin down) (eV): 0.11 / -0.05
Relative energy (zero: lowest compared OMol25 entry of this formula, charge and spin) (eV): 4.488
2S+1: 2

The geometry in XYZ format:
```
21
Properties=species:S:1:pos:R:3:forces:R:3:mulliken_spin:R:1
C 0.22265 1.10141 0.60005 0.3 -1.0 2.7 0.1285
C -1.37343 1.09610 0.81600 1.6 -1.2 1.1 0.0086
C -1.92873 -0.34175 0.61405 -2.0 0.5 -0.6 -0.0233
C -1.02941 -0.50882 -1.85433 0.3 0.4 -0.2 0.3282
C -1.67099 -1.02672 -0.73649 0.4 -1.0 1.5 0.4697
N 0.87462 -0.37202 0.60345 1.7 2.8 0.2 0.1445
H 0.67014 1.56240 -0.29651 -0.6 0.0 0.5 -0.0159
H 0.76298 1.41575 1.60461 -1.1 0.3 -2.2 -0.0173
H -1.88025 1.81352 0.23789 -0.1 0.6 -1.8 -0.0290
H -1.66028 1.52129 1.81078 0.8 -0.9 -0.2 0.0054
H -1.78366 -0.97467 1.51632 0.5 0.2 -0.3 0.0223
H -3.07082 -0.22951 0.62800 1.2 0.1 0.3 -0.0009
H -0.11974 0.13386 -1.70076 -0.8 0.1 -0.8 0.0537
H -1.35490 -0.85210 -2.86085 1.0 0.3 0.7 0.0126
H -1.91192 -2.10402 -0.68935 -0.5 0.5 -0.2 -0.0285
H 0.82529 -0.69492 1.58208 0.5 0.1 -0.5 -0.0422
H 1.88151 -0.13144 0.21466 -2.0 -1.4 1.0 -0.0856
H 0.41273 -1.07913 0.05561 -0.9 -0.3 -1.3 -0.0116
H 4.08253 -0.22864 -1.56462 -0.3 0.3 2.1 -0.0337
H 4.30286 0.18058 0.03823 0.1 -0.2 -1.1 -0.0160
O 3.74883 -0.28116 -0.61879 0.0 0.0 -0.7 0.1302
```
Forces are in eV/Å.

# 2
This record from the Open Molecules 2025 dataset describes 2 unconnected molecules or ions with the total composition C5H14NO. The level of theory is ωB97M-V/def2-TZVPD.

Summary:
Frontier orbital gap (eV): 10.73
Net charge: +1
Electronic energy (eV): -8941.9040
E_LUMO (eV): -3.31
Relative energy (zero: lowest compared OMol25 entry of this formula, charge and spin) (eV): 2.104

The geometry in XYZ format:
```
21
Properties=species:S:1:pos:R:3:forces:R:3:lowdin_charge:R:1
C 2.38384 0.78242 -0.73921 1.2 -1.9 -0.3 -0.1019
C 2.36888 -0.45897 0.22833 -2.1 1.3 -0.2 -0.1993
C 1.15151 -0.24119 1.22182 1.6 0.7 0.0 -0.1809
C -0.07358 0.34370 0.57373 -0.7 -1.3 -0.4 -0.0790
C -1.24303 0.46392 1.20810 1.7 1.5 0.0 -0.0935
N -2.49995 0.47003 0.46756 -1.0 -0.4 -0.6 0.1881
H 1.95865 0.41656 -1.68106 -0.5 0.7 0.2 0.0714
H 3.39752 1.03954 -1.05567 0.0 0.1 0.4 0.0753
H 1.91407 1.64377 -0.28736 -0.2 0.3 -0.2 0.0685
H 3.31046 -0.60422 0.74655 -0.1 -0.1 0.2 0.1038
H 2.06014 -1.34618 -0.31706 0.7 -0.2 -0.3 0.0928
H 1.55521 0.43092 1.98965 -0.4 -0.3 0.3 0.1267
H 0.83944 -1.20542 1.63449 0.2 0.3 0.3 0.1192
H -0.06895 0.40280 -0.51246 -0.1 -0.4 0.0 0.1022
H -1.25949 0.83254 2.23265 -0.6 -0.9 0.0 0.1395
H -3.12790 -0.13432 1.00656 -0.3 0.3 -0.1 0.1773
H -2.42224 -0.00470 -0.44350 0.6 -0.2 -0.1 0.1251
H -2.99705 1.33852 0.23703 0.3 0.3 0.6 0.1820
H -0.95942 -1.81951 -2.16451 0.0 -0.2 0.7 0.0633
H -1.72322 -0.92700 -3.01032 -0.5 0.5 0.0 0.0660
O -1.60332 -1.10607 -2.06874 0.3 -0.1 -0.5 -0.0466
```
Forces are in eV/Å.

# 3
This record from the Open Molecules 2025 dataset describes 2 unconnected molecules or ions with the total composition C5H14NO. The level of theory is ωB97M-V/def2-TZVPD.

Summary:
Frontier orbital gap (eV): 10.14
Net charge: +1
Electronic energy (eV): -8942.5063
E_LUMO (eV): -4.82
Relative energy (zero: lowest compared OMol25 entry of this formula, charge and spin) (eV): 1.502

The geometry in XYZ format:
```
21
Properties=species:S:1:pos:R:3:forces:R:3:lowdin_charge:R:1
C 0.89580 0.82917 1.89841 0.2 -0.1 -0.2 -0.0922
C 1.48251 -0.27239 1.00374 0.2 0.5 0.0 -0.2454
C 0.48011 -1.03317 0.12414 -0.1 1.0 -0.1 -0.1614
C -0.43862 -0.09020 -0.65536 0.3 0.9 0.8 -0.1517
C 0.28908 0.95390 -2.74461 -0.5 -0.8 0.3 0.1901
N 0.28997 0.90883 -1.47040 0.5 0.7 -1.5 0.0602
H 1.70933 1.38720 2.35786 0.0 -0.1 0.2 0.0814
H 0.23959 0.46356 2.68493 -0.1 -0.1 0.0 0.0870
H 0.34567 1.57064 1.31173 -0.1 0.0 0.1 0.0567
H 2.03332 -0.99906 1.59625 -0.1 -0.1 0.1 0.1146
H 2.25440 0.22160 0.40198 0.0 -0.2 -0.3 0.1019
H -0.21437 -1.54415 0.78356 0.1 -0.6 -0.1 0.1126
H 1.01414 -1.68675 -0.55850 -0.1 -0.4 0.1 0.1190
H -0.93269 0.54661 0.07950 -0.4 -0.3 -0.1 0.1159
H -1.18553 -0.53184 -1.30493 0.1 -0.3 0.0 0.1257
H 0.74135 1.75869 -3.30295 0.2 0.1 0.1 0.1260
H -0.21212 0.14419 -3.26046 0.0 0.1 -0.2 0.1266
H 0.79470 1.70378 -1.08058 -0.2 -0.4 0.9 0.1755
H -3.81345 -0.98339 0.81470 0.2 0.2 0.1 0.0553
H -2.90060 -2.14416 0.54412 0.1 0.2 0.2 0.0559
O -2.87258 -1.20306 0.77688 -0.3 -0.4 -0.3 -0.0536
```
Forces are in eV/Å.

# 4
This record from the Open Molecules 2025 dataset describes 2 unconnected molecules or ions with the total composition C5H14NO. The level of theory is ωB97M-V/def2-TZVPD.

Summary:
Frontier orbital gap (eV): 9.53
Net charge: +1
Electronic energy (eV): -8941.7360
E_LUMO (eV): -5.36
Relative energy (zero: lowest compared OMol25 entry of this formula, charge and spin) (eV): 2.272

The geometry in XYZ format:
```
21
Properties=species:S:1:pos:R:3:forces:R:3:lowdin_charge:R:1
C 0.92152 0.06871 2.04789 0.2 0.2 0.5 -0.0949
C -0.55483 -0.06829 1.72224 -0.3 -1.3 -1.0 -0.2398
C -0.89601 0.38177 0.28539 0.1 -0.2 -0.3 -0.1711
C 0.11151 -0.03707 -0.80018 1.3 0.6 -0.4 -0.1531
C 0.14920 -2.34208 -1.58522 -0.2 -0.1 -0.3 0.1952
N 0.36280 -1.49740 -0.65972 0.9 1.1 0.0 0.0537
H 1.14366 -0.02241 3.11294 -0.3 0.0 0.0 0.0892
H 1.31795 1.04172 1.74727 0.1 -0.1 -0.1 0.0905
H 1.51601 -0.73303 1.59552 0.2 0.2 -0.1 0.0616
H -1.21147 0.45006 2.40886 0.1 0.2 0.1 0.1155
H -0.85116 -1.12792 1.76247 0.1 0.1 0.5 0.1069
H -0.93496 1.46835 0.33618 -0.2 -0.1 -0.7 0.1076
H -1.81747 -0.06109 -0.10815 -0.4 0.5 0.7 0.1258
H 1.03573 0.55308 -0.72327 0.1 -0.6 0.3 0.1335
H -0.18748 0.08906 -1.83703 -0.6 0.3 0.2 0.1148
H -0.12310 -3.38024 -1.42103 1.0 -0.2 0.3 0.1297
H 0.18494 -1.98793 -2.61598 -0.9 0.2 0.2 0.1310
H 0.83669 -1.66332 0.22956 -1.1 -1.0 0.3 0.1460
H -0.45223 3.50013 -1.28655 -0.1 0.3 0.1 0.0537
H 0.09468 2.64729 -2.40172 0.4 0.1 -0.5 0.0381
O -0.64597 2.72059 -1.80948 -0.3 -0.3 0.3 -0.0338
```
Forces are in eV/Å.

# 5
This record from the Open Molecules 2025 dataset describes 2 unconnected molecules or ions with the total composition C5H14NO. The level of theory is ωB97M-V/def2-TZVPD.

Summary:
Frontier orbital gap (eV): 10.30
Net charge: +1
Electronic energy (eV): -8942.0204
E_LUMO (eV): -3.64
Relative energy (zero: lowest compared OMol25 entry of this formula, charge and spin) (eV): 1.988

The geometry in XYZ format:
```
21
Properties=species:S:1:pos:R:3:forces:R:3:lowdin_charge:R:1
C -2.30303 -2.24998 0.20485 0.8 0.0 0.4 -0.0768
C -1.46874 -1.49233 1.25038 0.0 0.2 1.4 -0.2469
C -0.01760 -1.12234 0.93564 0.6 0.3 -0.9 -0.1453
C 0.21857 0.33310 0.63225 0.0 -0.2 -0.2 -0.2926
C 1.27951 1.06874 0.88409 1.0 0.2 -0.5 0.1173
N -0.82515 0.96997 -0.21975 0.0 0.0 -0.4 0.2408
H -3.22621 -1.72037 -0.00079 -0.1 -0.1 -0.3 0.0715
H -2.54826 -3.23967 0.58067 -0.1 0.0 0.0 0.0801
H -1.69154 -2.41218 -0.68591 -0.4 0.1 -0.2 0.0738
H -1.44982 -2.00473 2.21644 0.0 -0.5 -0.3 0.1177
H -1.96952 -0.58985 1.60441 -0.3 0.3 -0.3 0.0972
H 0.69921 -1.34068 1.71939 -0.2 -0.2 0.3 0.1262
H 0.37650 -1.67323 0.07069 -0.3 -0.2 0.0 0.1323
H 1.45589 2.09424 0.56939 -0.5 0.0 -0.1 0.0901
H 2.21424 0.63134 1.21710 -0.4 -0.2 0.7 0.0995
H -0.75868 0.63582 -1.18987 0.1 0.0 0.2 0.1897
H -0.66078 1.97443 -0.24412 -0.3 0.2 0.0 0.1693
H -1.77941 0.75833 0.06964 -0.1 0.1 0.3 0.1561
H 4.39208 3.87438 -3.29307 0.0 -0.1 0.0 0.0375
H 3.80426 2.47128 -3.47955 0.2 0.1 0.0 0.0292
O 4.25847 3.03373 -2.84187 -0.2 -0.1 0.0 -0.0666
```
Forces are in eV/Å.

# 6
This record from the Open Molecules 2025 dataset describes 2 unconnected molecules or ions with the total composition C5H14NO2. The level of theory is ωB97M-V/def2-TZVPD.

Summary:
Frontier orbital gap (eV): 10.96
Net charge: +1
Electronic energy (eV): -10988.6704
E_LUMO (eV): -3.10
Relative energy (zero: lowest compared OMol25 entry of this formula, charge and spin) (eV): 3.134

The geometry in XYZ format:
```
22
Properties=species:S:1:pos:R:3:forces:R:3:lowdin_charge:R:1
C 2.03017 -0.78690 -1.11273 0.7 2.7 -0.8 -0.2152
O 1.63167 -0.67853 -2.47539 1.3 -0.7 -1.5 -0.0818
C 0.78790 -0.55610 -0.29873 -2.8 -1.3 0.9 -0.2694
C 0.98116 -0.00386 1.08540 0.2 -1.3 1.9 -0.1766
C -0.31090 -0.02191 1.96564 3.9 0.6 -2.4 -0.1399
C -0.88788 1.13855 2.06465 -3.7 1.6 1.6 -0.0121
N -0.23829 0.48180 -0.85518 1.6 -1.9 -5.5 0.2106
H 2.57874 -1.66892 -0.84413 -0.4 -0.9 0.1 0.1340
H 2.73254 0.02694 -0.83010 -0.1 -0.1 -0.4 0.1373
H 2.33603 -0.91883 -3.17824 -1.5 0.5 2.1 0.1636
H 0.17682 -1.51528 -0.38204 0.8 1.1 0.7 0.1791
H 1.35451 1.02108 1.06266 0.3 -0.1 -0.3 0.1244
H 1.66752 -0.64149 1.68987 0.1 0.6 -0.8 0.1410
H -0.21689 -0.97468 2.41148 -1.8 -0.6 1.2 0.1039
H -0.65852 2.09461 1.53047 0.4 -1.2 0.3 0.0939
H -1.82042 1.28664 2.68484 1.2 -0.3 -0.5 0.0963
H -1.00295 -0.04672 -1.43443 1.9 1.5 1.0 0.2013
H -0.73817 1.06880 -0.25562 -0.8 0.8 2.1 0.0681
H 0.36625 1.09912 -1.49161 -1.5 -1.0 0.5 0.1974
H -3.30559 -0.84473 -0.34305 -0.1 -0.7 0.1 0.0365
H -4.08707 0.34509 -0.78038 -1.0 0.5 -0.6 0.0365
O -3.37666 0.09531 -0.21336 1.2 0.2 0.4 -0.0290
```
Forces are in eV/Å.

Question: What is the electronic energy in the fifth record?
Answer: -8942.0204 eV

Question: What is the formula in the second record?
Answer: C5H14NO